{
  "formula": "C8H23BBaN3OP",
  "method": "ωB97M-V with the def2-TZVPD basis set",
  "symbols": ["Ba", "H", "H", "P", "C", "H", "H", "H", "C", "H", "H", "H", "C", "H", "H", "H", "C", "O", "H", "H", "H", "H", "B", "N", "H", "H", "C", "C", "N", "C", "C", "N", "H", "H", "H", "H", "H", "H"],
  "positions_angstrom": [[0.7740, -0.8154, 0.9392], [-1.4102, 0.3046, -3.4085], [0.0004, 1.3004, 1.5937], [0.0214, 1.3232, -3.4949], [1.4377, 1.0754, -2.4196], [2.3096, 1.6291, -2.8109], [1.2796, 1.4634, -1.3982], [1.7386, 0.0151, -2.3739], [0.5787, 1.2335, -5.1891], [-0.2556, 1.4031, -5.8789], [1.3963, 1.9213, -5.4309], [0.9394, 0.2055, -5.3647], [-1.0766, 2.5975, -2.8754], [-0.7547, 2.9861, -1.8980], [-1.1994, 3.4282, -3.5806], [-2.0601, 2.1228, -2.7073], [-1.0015, 1.3207, 1.0388], [-1.1671, 0.4795, 0.0896], [-0.8085, -4.2560, -0.3474], [-0.9597, -2.6137, -0.5123], [1.4315, -4.4325, -1.4475], [1.5597, -2.3438, -1.2246], [0.9915, -3.4081, -1.0739], [-0.2880, -3.3970, -0.4999], [-0.8768, -0.1783, -3.7374], [-1.8072, 2.0124, 1.2918], [0.1306, -0.5202, 4.1873], [-0.6096, -1.7362, 3.7266], [-0.3478, -2.4382, 2.6260], [-1.2280, -3.5247, 2.6244], [-2.0421, -3.4199, 3.7089], [-1.6218, -2.2909, 4.3999], [-0.0349, -0.3912, 5.2703], [1.2162, -0.6657, 4.0208], [-0.2490, 0.3828, 3.6653], [-1.1465, -4.2642, 1.8489], [-2.8557, -4.0606, 4.0212], [-1.9979, -1.9683, 5.2889]],
  "energy_ev": -25834.4857,
  "orbital_gap_ev": [3.77, 3.71],
  "s2": 0.7536,
  "total_charge": 1,
  "fmax_ev_per_a": 6.4,
  "e_above_lowest_kcal_mol": 73.55,
  "spin_multiplicity": 2
}

{
  "formula": "C26H30Br2GeNO2Re",
  "method": "ωB97M-V with the def2-TZVPD basis set",
  "symbols": ["Re", "Br", "C", "Br", "H", "H", "N", "C", "O", "C", "C", "H", "H", "H", "H", "H", "H", "C", "C", "C", "O", "H", "H", "H", "H", "H", "H", "H", "C", "Ge", "C", "C", "C", "C", "C", "C", "C", "C", "C", "C", "C", "C", "C", "C", "C", "C", "C", "C", "H", "H", "H", "H", "H", "H", "H", "H", "H", "H", "H", "H", "H", "H", "H"],
  "positions_angstrom": [[0.6631, -1.5706, -1.5489], [-3.2501, -2.3238, -0.8418], [-2.9217, -1.2120, -2.3390], [-1.2744, -1.7309, -3.3164], [-2.7764, -0.1805, -2.0352], [-3.6983, -1.3349, -3.0854], [3.2535, -0.1039, -4.5042], [2.7331, -0.6109, -3.4166], [1.4708, -0.7532, -3.3217], [3.5544, -1.0764, -2.2611], [2.6623, -1.0079, -1.0227], [2.6609, 0.1608, -5.2789], [4.2506, 0.0109, -4.6008], [4.4682, -0.4901, -2.1553], [3.8584, -2.1036, -2.4891], [2.6865, -0.0088, -0.5939], [2.9932, -1.7144, -0.2605], [1.3576, -3.5222, 1.6775], [0.0873, -3.4131, 0.8658], [-0.6651, -4.7161, 0.7450], [0.4872, -3.0116, -0.4977], [1.0945, -3.7905, 2.7007], [1.9011, -2.5780, 1.7084], [2.0060, -4.3010, 1.2755], [-0.5479, -2.6011, 1.2273], [-0.0122, -5.5020, 0.3660], [-1.5274, -4.6214, 0.0872], [-1.0180, -5.0113, 1.7333], [0.0307, -0.2865, -0.6356], [-0.6217, 1.2300, 0.5658], [0.8899, 2.3968, 0.2595], [1.5300, 2.9869, 1.3477], [2.6220, 3.8219, 1.1491], [3.0832, 4.0690, -0.1352], [2.4558, 3.4802, -1.2271], [1.3668, 2.6448, -1.0301], [-0.6827, 0.4928, 2.3414], [-1.7510, 0.7242, 3.2059], [-1.7228, 0.2198, 4.4997], [-0.6304, -0.5137, 4.9372], [0.4472, -0.7361, 4.0880], [0.4207, -0.2308, 2.7984], [-2.3028, 1.6793, -0.2739], [-2.3212, 2.5487, -1.3676], [-3.5092, 2.8101, -2.0360], [-4.6901, 2.2121, -1.6106], [-4.6842, 1.3585, -0.5144], [-3.4947, 1.0901, 0.1495], [1.1784, 2.8008, 2.3560], [3.1082, 4.2834, 1.9980], [3.9289, 4.7261, -0.2879], [2.8083, 3.6877, -2.2294], [0.8822, 2.1934, -1.8916], [-2.6045, 1.3101, 2.8870], [-2.5529, 0.4066, 5.1676], [-0.6108, -0.9014, 5.9469], [1.3097, -1.2876, 4.4399], [1.2785, -0.3821, 2.1495], [-1.4117, 3.0431, -1.6898], [-3.5185, 3.4926, -2.8754], [-5.6185, 2.4266, -2.1230], [-5.6064, 0.9088, -0.1707], [-3.5031, 0.4119, 0.9940]],
  "energy_ev": -231749.5921,
  "orbital_gap_ev": 6.89,
  "total_charge": 2,
  "fmax_ev_per_a": 0.3,
  "e_above_lowest_kcal_mol": 2.17,
  "spin_multiplicity": 1
}

{
  "formula": "C4H5N3",
  "method": "ωB97M-V with the def2-TZVPD basis set",
  "symbols": ["C", "C", "C", "C", "H", "H", "H", "H", "H", "N", "N", "N"],
  "positions_angstrom": [[0.7643, 0.1005, -0.2934], [-0.5421, 0.4813, -0.4722], [-1.3232, 0.1813, 0.8093], [0.7460, -0.5081, 1.0703], [2.6827, -0.7626, -1.1006], [1.3369, -0.0741, -2.3155], [-0.9121, 1.0573, -1.2773], [-2.8886, 1.0730, 0.4205], [1.5774, -1.1146, 1.3939], [1.5555, -0.2819, -1.2969], [-2.5622, 0.4676, 1.3356], [-0.4347, -0.6198, 1.7264]],
  "energy_ev": -8695.6079,
  "orbital_gap_ev": 7.84,
  "total_charge": 0,
  "fmax_ev_per_a": 7.5,
  "smiles": "[H]/N=C1\\C=C(N)C=N1",
  "e_above_lowest_kcal_mol": 96.96,
  "spin_multiplicity": 1
}

{
  "formula": "C35H53NO2P3Sn",
  "method": "ωB97M-V with the def2-TZVPD basis set",
  "symbols": ["Sn", "P", "P", "N", "C", "H", "H", "C", "H", "H", "C", "H", "H", "C", "H", "H", "C", "C", "H", "H", "H", "C", "C", "H", "H", "H", "C", "C", "H", "H", "H", "C", "C", "H", "H", "H", "C", "O", "C", "H", "H", "H", "C", "H", "H", "H", "C", "H", "H", "H", "C", "H", "H", "H", "H", "H", "H", "H", "H", "H", "O", "P", "C", "C", "C", "C", "C", "C", "C", "C", "C", "C", "C", "C", "C", "C", "C", "C", "C", "C", "H", "H", "H", "H", "H", "H", "H", "H", "H", "H", "H", "H", "H", "H", "H"],
  "positions_angstrom": [[-0.2447, 0.3759, -1.3313], [0.4087, -1.6366, -2.7573], [0.6118, 2.7835, -0.9751], [0.7733, 1.2486, -3.7446], [1.3175, -1.1150, -4.2690], [2.1671, -1.7946, -4.4386], [0.6627, -1.2488, -5.1446], [1.8068, 0.3414, -4.2529], [2.7223, 0.4524, -3.6559], [2.0682, 0.6368, -5.2850], [1.0603, 2.7017, -3.7872], [0.1388, 3.2429, -4.0608], [1.7811, 2.8977, -4.5992], [1.6089, 3.2287, -2.4491], [1.7069, 4.3244, -2.5022], [2.6278, 2.8405, -2.3068], [1.4474, 3.3562, 0.5869], [2.2399, 2.2067, 1.2114], [3.1919, 2.0016, 0.7172], [1.6413, 1.2879, 1.2002], [2.4505, 2.4065, 2.2687], [-0.9924, 3.7168, -1.1524], [-2.0682, 3.2370, -0.1495], [-3.0490, 3.1215, -0.6393], [-2.1955, 3.9375, 0.6882], [-1.8457, 2.2520, 0.2907], [-1.2221, -2.3455, -3.3168], [-1.9493, -3.1287, -2.2108], [-3.0223, -3.1885, -2.4483], [-1.8932, -2.6493, -1.2241], [-1.5839, -4.1594, -2.1134], [1.3775, -3.0070, -1.9842], [0.8943, -3.3658, -0.5774], [1.6822, -3.9314, -0.0602], [0.0003, -4.0013, -0.5932], [0.6650, -2.4798, 0.0259], [2.5381, -0.0188, -0.9934], [3.5862, -0.2887, -0.6266], [-0.7441, 5.2348, -1.1588], [0.2805, 5.5307, -0.8985], [-0.9380, 5.6427, -2.1602], [-1.4226, 5.7562, -0.4744], [-1.1034, -3.1028, -4.6519], [-1.7156, -4.0135, -4.6588], [-1.4671, -2.4890, -5.4840], [-0.0809, -3.4027, -4.9119], [1.4403, -4.2258, -2.8917], [2.0771, -4.9828, -2.4204], [0.4577, -4.6824, -3.0468], [1.8777, -4.0003, -3.8688], [0.4396, 3.8932, 1.5951], [-0.2999, 3.1204, 1.8378], [0.9352, 4.1441, 2.5408], [-0.0997, 4.7826, 1.2617], [2.1405, 4.1541, 0.2766], [2.3896, -2.5802, -1.9012], [-1.3485, 3.4375, -2.1563], [-1.8117, -1.4286, -3.4859], [-0.1132, 1.0645, -4.2183], [-1.8004, 0.8080, -2.1113], [-0.2045, -0.5263, 0.5847], [-0.3882, -0.4310, 2.1276], [1.2809, -0.4437, 2.8195], [1.5894, 0.3282, 3.9506], [2.8322, 0.2067, 4.5670], [3.7782, -0.6887, 4.0601], [3.4867, -1.4543, 2.9244], [2.2483, -1.3251, 2.3014], [-1.7529, 0.7067, 2.4263], [-1.6982, 1.7535, 3.3610], [-2.8515, 2.4738, 3.6748], [-4.0640, 2.1679, 3.0513], [-4.1252, 1.1465, 2.0959], [-2.9771, 0.4255, 1.7819], [-1.0418, -1.9928, 2.7157], [-1.5078, -3.0166, 1.8885], [-1.9556, -4.1970, 2.4890], [-1.9746, -4.3106, 3.8782], [-1.5481, -3.2584, 4.6987], [-1.0834, -2.0907, 4.1054], [0.8395, 1.0091, 4.3575], [3.0409, 0.7966, 5.4598], [4.7411, -0.8076, 4.5637], [4.2135, -2.1769, 2.5483], [2.0116, -1.9572, 1.4380], [-0.7526, 1.9869, 3.8536], [-2.8020, 3.2531, 4.4387], [-4.9750, 2.7042, 3.3251], [-5.0734, 0.8849, 1.6203], [-3.0327, -0.3841, 1.0427], [-1.5251, -2.8871, 0.8059], [-2.2892, -5.0095, 1.8487], [-2.3304, -5.2297, 4.3399], [-1.5667, -3.3169, 5.7834], [-0.7455, -1.2396, 4.7194]],
  "energy_ev": -76414.2279,
  "orbital_gap_ev": 7.08,
  "total_charge": 3,
  "fmax_ev_per_a": 3.5,
  "spin_multiplicity": 1
}